No. 1
# C32H38ClN5O11P

A cluster of 4 separate species, C32H38ClN5O11P in total (ωB97M-V with the def2-TZVPD basis set, OMol25).

Summary:
total charge	+1
frontier orbital gap	7.444	eV
LUMO energy	-4.1	eV

```
88
Properties=species:S:1:pos:R:3:forces:R:3:lowdin_charge:R:1
Cl -2.619 2.886 3.828 0.01 0.09 0.00 0.8490
P -4.978 0.760 3.700 0.03 1.15 0.82 0.8943
O -0.018 5.073 -2.068 -0.02 0.02 0.02 0.1200
O -6.086 0.366 2.556 0.28 -0.47 -0.04 -0.2916
O 3.308 -0.852 -1.472 -0.05 0.02 0.04 0.0685
O 0.413 2.223 3.788 -0.15 -0.14 -0.14 -0.1731
O 6.674 -2.089 0.646 -0.06 -0.01 -0.04 0.0749
O -5.123 -1.139 0.010 -0.08 0.34 0.15 -0.0631
O 7.228 -3.346 -1.008 -0.04 -0.01 0.00 0.0680
O -4.380 -2.453 2.717 -0.14 -0.79 1.19 0.2228
O -4.232 -2.131 0.544 0.13 -0.40 -0.42 0.0288
O -0.053 3.755 -0.364 0.24 0.09 0.09 0.0426
O 1.494 -1.232 -2.561 -0.06 0.01 0.08 0.0587
N 2.532 -1.597 -2.038 0.01 0.02 0.02 -0.3520
N 1.484 -0.818 3.111 -0.18 0.11 -0.22 0.0356
N -1.128 1.335 2.313 -0.13 0.03 -0.11 0.0481
N -0.571 4.296 -1.331 -0.05 -0.17 0.00 -0.3404
N 7.147 -2.263 -0.460 0.07 -0.01 0.02 -0.3520
C -3.912 2.739 -0.926 -0.10 -0.09 -0.03 -0.0654
C 7.647 -1.089 -1.188 0.08 0.11 -0.06 -0.1486
C -2.596 3.084 -0.708 -0.02 -0.09 0.13 -0.0058
C -4.866 -1.051 -1.392 0.11 -0.14 -0.59 -0.1867
C 7.594 0.150 -0.578 -0.04 0.15 0.15 -0.0022
C -3.978 -1.786 1.839 -0.18 0.59 -0.57 -0.4329
C -4.966 -0.629 4.894 0.52 -0.18 -0.47 -0.2439
C -1.801 -0.750 1.448 -0.10 0.17 0.05 0.0845
C 3.445 -5.712 -2.097 -0.04 0.06 -0.01 -0.0559
C -2.352 1.478 2.907 -0.50 -0.49 0.21 -0.5797
C -6.768 0.461 -1.976 0.33 -0.41 0.23 -0.0890
C -3.951 4.100 -2.921 0.23 -0.11 0.22 -0.0375
C 1.223 -1.140 1.699 0.18 -0.10 0.72 -0.2353
C -3.040 -0.630 2.046 0.26 0.68 -0.29 -0.0599
C -1.973 3.943 -1.596 -0.18 -0.01 -0.01 -0.1380
C -3.346 0.506 2.816 -0.09 -0.41 -0.22 -0.2562
C 8.612 1.099 -2.537 -0.01 -0.01 0.01 -0.0645
C 1.997 -3.898 -2.726 -0.18 -0.07 -0.10 -0.0084
C -6.168 -0.939 -2.157 -0.38 0.53 0.23 -0.2017
C 8.649 -0.153 -3.136 -0.02 0.09 0.06 -0.0598
C 2.300 -5.249 -2.736 0.10 -0.02 0.07 -0.0623
C 4.001 -3.471 -1.440 0.18 0.05 0.13 0.0004
C -2.627 4.464 -2.698 -0.02 0.03 -0.16 0.0162
C -4.580 3.239 -2.033 -0.17 0.19 -0.06 -0.0666
C 4.295 -4.823 -1.452 -0.08 -0.17 -0.04 -0.0497
C 8.083 1.251 -1.262 0.03 -0.03 -0.11 -0.0620
C 1.546 3.085 3.963 0.03 -0.02 -0.06 -0.0408
C 2.854 -3.029 -2.072 0.03 -0.16 -0.05 -0.1507
C 8.164 -1.260 -2.459 0.06 -0.10 -0.18 0.0002
C 0.510 -0.006 0.959 0.06 -0.32 0.27 -0.0885
C -0.828 0.227 1.594 -0.06 -0.12 -0.20 -0.1332
C -0.138 2.397 2.510 0.63 0.74 0.64 -0.2392
H 1.109 -3.533 -3.219 0.03 0.10 0.02 0.1167
H -4.262 -0.160 -1.579 0.21 0.00 -0.02 0.1141
H -0.625 3.367 2.460 -0.28 -0.01 -0.25 0.1059
H 0.633 -2.054 1.648 -0.08 -0.12 -0.21 0.1109
H 4.658 -2.780 -0.936 -0.09 0.09 0.02 0.0938
H 1.179 -1.560 3.722 0.08 -0.03 0.08 0.0740
H 8.055 2.227 -0.799 -0.01 0.00 0.02 0.1090
H 2.176 -1.335 1.215 0.03 0.01 -0.31 0.1056
H 1.050 0.041 3.425 0.05 0.02 0.03 0.0391
H -4.316 -1.929 -1.717 0.09 -0.14 0.15 0.1295
H -4.421 2.073 -0.240 0.00 0.01 0.00 0.1021
H -2.063 2.693 0.144 0.10 0.07 -0.03 0.0927
H 0.323 -0.311 -0.067 0.12 0.06 -0.22 0.1268
H 1.643 -5.943 -3.241 -0.01 0.01 -0.02 0.1096
H -5.950 -1.104 -3.209 0.07 -0.07 -0.14 0.1163
H -1.582 -1.629 0.863 0.14 -0.02 -0.15 0.1500
H 8.192 -2.237 -2.917 -0.04 -0.05 0.10 0.1204
H 2.451 2.528 3.732 0.16 0.01 0.02 0.1000
H -7.807 0.530 -2.273 -0.10 0.03 -0.20 0.0794
H 0.643 2.402 1.761 -0.22 -0.33 -0.35 0.1165
H 7.182 0.260 0.414 -0.01 -0.12 0.01 0.1189
H 5.186 -5.180 -0.956 0.04 0.06 -0.01 0.1087
H -5.636 -1.418 4.570 -0.26 -0.02 0.08 0.0462
H 9.058 -0.268 -4.129 0.00 -0.02 -0.01 0.1106
H 8.998 1.961 -3.066 0.00 0.00 0.00 0.1096
H -3.978 -1.078 4.934 0.13 -0.06 0.11 0.0419
H -6.697 0.759 -0.930 -0.13 0.02 0.14 0.0703
H -6.153 1.147 -2.542 -0.15 0.23 -0.23 0.0431
H 1.562 3.439 4.985 -0.02 -0.16 0.22 0.0980
H 1.169 0.850 0.953 -0.07 0.17 -0.13 0.1170
H -5.207 -0.255 5.881 -0.26 0.08 0.06 0.0369
H -5.610 2.961 -2.185 -0.08 0.12 -0.08 0.0894
H -2.118 5.129 -3.379 0.10 0.01 0.07 0.1261
H -6.763 1.049 2.604 -0.11 -0.02 -0.24 0.0514
H 1.488 3.962 3.321 -0.08 0.05 -0.12 0.0980
H -6.885 -1.699 -1.861 0.11 -0.24 0.19 0.1177
H -4.479 4.481 -3.782 0.00 0.04 0.00 0.1164
H 3.675 -6.769 -2.102 0.00 0.00 -0.01 0.1114
```
Positions in Å, forces in eV/Å.

No. 2
# C32H38F14N6O8S4V

A structure of composition C32H38F14N6O8S4V (ωB97M-V with the def2-TZVPD basis set, OMol25).

Summary:
total charge	+1
spin multiplicity	3
frontier orbital gap (alpha / beta)	6.224 / 7.315	eV
LUMO energy (alpha / beta)	-5.1 / -4.1	eV
energy above the lowest of the compared OMol25 structures with the same formula, charge and spin	0.0	kJ/mol

```
103
Properties=species:S:1:pos:R:3:forces:R:3:lowdin_charge:R:1
V -0.214 0.650 -0.881 -0.38 -0.51 -0.03 0.8587
S 0.429 -2.587 -1.253 2.68 -0.18 -0.22 0.6546
S -2.142 -1.988 -1.751 -2.03 0.06 0.94 0.7163
S 2.196 2.968 -0.631 2.12 -2.61 1.77 0.7538
S -0.184 3.926 -0.148 -4.08 2.04 1.38 0.5883
F 0.429 5.138 2.239 -0.13 -1.66 -0.70 0.1388
F 1.101 4.331 -2.778 2.24 -0.96 0.50 0.0897
F -5.107 -1.990 1.922 0.42 -0.22 0.12 0.0505
F 3.245 4.859 -2.368 -1.92 -2.57 0.14 0.1313
F 1.375 -3.449 1.037 -0.03 -0.30 0.46 0.1657
F -2.576 -0.966 -4.163 -0.20 -0.12 0.14 0.1217
F -2.380 -3.087 -4.248 0.16 -0.73 0.16 0.2201
F -1.279 3.829 2.303 1.20 -0.70 -0.25 0.1190
F 7.328 -1.141 3.412 -0.23 -0.20 -0.37 0.0718
F -0.744 -2.848 1.195 1.18 -0.36 -0.38 0.0946
F -0.614 -1.800 -3.994 -0.71 -0.38 -0.21 0.0955
F 2.645 2.826 -3.203 0.12 1.44 0.74 0.1054
F 0.809 2.935 2.179 -1.46 1.09 0.17 0.0796
F -0.237 -4.754 0.316 0.69 0.45 -0.04 0.1787
O 1.751 -2.002 -1.164 -0.80 -0.26 0.32 -0.3233
O 2.667 3.891 0.406 -1.48 -1.28 -2.09 -0.2578
O 0.236 -3.510 -2.357 -0.60 0.92 1.66 -0.2632
O -2.416 -3.342 -1.281 1.38 1.93 -0.70 -0.2611
O -3.192 -1.021 -1.509 1.31 -0.34 -0.33 -0.3133
O 0.357 5.200 -0.545 0.77 -1.54 0.12 -0.2423
O -1.589 3.771 -0.403 0.00 -0.40 0.19 -0.2971
O 2.884 1.662 -0.665 -1.25 2.41 -0.74 -0.3300
N 0.987 -0.008 0.895 0.34 0.34 -0.02 0.1551
N -1.682 0.878 0.759 0.35 -0.26 -0.98 0.1739
N -0.614 -1.275 -1.171 -2.34 -3.28 -1.35 -0.4133
N 0.452 2.499 -0.593 3.81 2.94 -0.01 -0.4047
N 1.012 0.418 -2.745 2.61 -1.70 -3.47 0.1425
N -1.717 1.300 -2.523 -0.07 0.90 -0.19 0.1649
C 1.677 -0.155 1.806 -0.07 -0.28 -0.35 -0.0734
C 6.061 -2.469 1.883 -0.60 -1.37 0.15 -0.0113
C -0.032 3.944 1.794 0.41 0.85 -0.12 -0.5470
C -4.530 -2.660 2.947 0.07 -0.17 1.73 -0.2719
C -2.542 1.001 1.503 -0.12 1.06 -0.03 -0.0978
C 6.572 -1.263 2.303 -0.42 0.06 -1.07 -0.3001
C -2.322 1.925 -3.287 0.18 -0.24 0.77 -0.0949
C 2.407 -0.428 -4.852 -0.33 -0.21 0.61 -0.1366
C 3.587 -1.326 -4.489 1.25 0.16 1.15 -0.2101
C -3.401 -3.874 5.241 -0.19 -0.05 -0.50 -0.0894
C 4.104 0.487 4.676 -0.05 1.31 -0.83 -0.0724
C 3.295 0.856 3.392 1.21 0.54 1.34 -0.2385
C -3.573 1.225 2.516 0.19 -0.78 0.51 -0.1401
C -4.861 1.939 2.122 0.03 -0.01 -1.91 -0.1924
C 5.192 -2.588 0.768 0.94 1.52 0.90 -0.0583
C 4.844 -1.419 0.086 -0.06 -0.85 0.34 -0.1022
C -1.907 -2.022 -3.690 0.67 1.61 0.50 -0.6380
C -3.186 -2.484 3.269 -0.23 -0.17 -0.02 -0.0344
C -5.330 -3.416 3.805 0.31 -0.66 0.57 -0.0013
C 6.277 -0.159 1.534 0.07 1.58 0.08 -0.0298
C -5.339 1.743 -3.336 0.15 0.88 0.04 -0.0900
C 4.562 -0.681 -3.464 0.12 0.58 -0.42 -0.0870
C -4.763 -4.031 4.942 0.61 0.49 -0.74 -0.0596
C 2.314 3.831 -2.357 -0.36 1.22 -1.24 -0.5115
C 5.410 -0.193 0.456 -0.69 -1.11 0.07 -0.0729
C 1.628 0.024 -3.686 -2.49 1.72 4.03 -0.0835
C -2.603 -3.136 4.385 -0.82 0.78 -1.23 -0.0739
C -3.115 2.706 -4.278 -0.14 -0.93 0.07 -0.1208
C -4.531 2.079 -4.601 0.66 -0.39 -0.16 -0.2139
C -5.445 1.331 0.817 -0.64 -1.12 0.49 -0.0865
C 2.616 -0.409 2.939 -1.37 0.45 -1.23 -0.1351
C 0.198 -3.516 0.470 -1.83 0.80 -0.97 -0.6131
H 2.003 -0.729 3.782 -0.02 -0.47 -0.10 0.1332
H -4.859 0.914 -2.816 0.18 0.21 0.25 0.0574
H 3.313 -2.292 -4.066 -0.54 0.05 -0.26 0.1134
H 6.270 -3.332 2.498 0.13 -0.24 -0.05 0.1155
H 4.070 -1.585 -0.649 0.09 0.68 -0.36 0.0662
H 5.068 0.720 -0.009 0.26 0.07 -0.13 0.0877
H 2.576 1.632 3.654 -0.30 -0.19 0.02 0.1041
H 2.764 0.474 -5.350 -0.10 0.02 -0.15 0.1349
H -2.489 2.743 -5.169 -0.08 -0.19 -0.21 0.1217
H -4.792 1.151 -0.037 0.45 1.27 -0.11 0.0575
H 4.765 -3.527 0.446 0.12 -0.15 0.26 0.1057
H -6.397 1.788 0.548 0.33 0.36 -0.27 0.0794
H 4.089 -0.269 -2.573 -0.41 -0.26 0.02 0.0459
H 4.862 -0.262 4.444 -0.36 -0.39 0.33 0.0658
H 3.263 -1.206 2.574 0.28 0.01 0.27 0.1191
H 1.724 -0.987 -5.492 -0.11 0.24 -0.17 0.1284
H -3.192 3.752 -3.983 -0.07 -0.14 0.55 0.1285
H -4.944 2.782 -5.324 -0.53 0.10 0.39 0.1096
H 3.416 0.286 5.497 0.23 -0.61 -0.03 0.0799
H -5.592 1.911 2.930 0.18 -0.35 0.03 0.1192
H 3.958 1.354 2.685 -0.03 -0.52 -0.38 0.1055
H -2.950 -4.343 6.103 -0.14 -0.13 0.06 0.1033
H -5.344 -4.683 5.578 -0.29 0.17 -0.03 0.1050
H 5.359 -1.338 -3.116 -0.24 -0.31 -0.17 0.0796
H -4.395 1.165 -5.180 0.26 -0.06 0.00 0.1001
H -5.364 2.655 -2.741 0.23 -0.15 0.54 0.0782
H -5.707 0.277 0.907 -0.28 -0.22 0.94 0.0609
H 4.674 1.362 4.990 -0.01 0.11 0.01 0.0786
H 4.122 -1.507 -5.422 -0.01 -0.12 0.03 0.1155
H -2.625 -1.799 2.650 0.35 -0.19 -0.14 0.0832
H -3.092 1.671 3.386 0.15 0.13 -0.06 0.1351
H -6.383 -3.571 3.619 -0.05 0.13 -0.22 0.1145
H -6.393 1.471 -3.390 0.09 -0.08 -0.91 0.0800
H -1.534 -3.029 4.495 0.02 0.00 0.36 0.0993
H 5.082 0.174 -3.896 0.00 0.10 -0.27 0.0771
H -3.777 0.192 2.798 -0.44 -0.13 0.32 0.1016
H 6.652 0.820 1.794 0.28 0.02 0.31 0.1223
H -4.680 2.997 1.935 0.26 0.03 0.09 0.1103
```
Positions in Å, forces in eV/Å.

Respective max |F| values: 1.44 5.04 eV/A.